## w
This record from the Open Molecules 2025 dataset describes a cluster of 10 separate species, C38H105N9O10 in total. The level of theory is ωB97M-V/def2-TZVPD.

- HOMO energy: -9.0 eV

Geometry (Å):
C -8.7445 2.0515 -1.1462
C -7.5178 2.0641 -2.1334
C -7.7243 1.6737 -3.6889
O -8.0705 0.2851 -3.5586
C -8.3322 -0.3566 -4.7202
N -7.1605 3.4835 -2.2304
H -9.4411 2.8078 -1.5080
H -8.5513 2.1658 -0.0796
H -9.3187 1.1293 -1.2352
H -6.6188 1.6100 -1.7166
H -6.8300 1.8393 -4.2897
H -8.5563 2.2075 -4.1482
H -8.1349 -1.4072 -4.5073
H -7.7599 -0.0819 -5.6063
H -9.3825 -0.2494 -4.9913
H -6.1665 3.5935 -2.3716
H -7.2238 3.8332 -1.2850
C 1.0049 -2.6770 3.1280
C 1.5237 -2.3741 4.5063
C 0.5491 -1.6489 5.4829
O 0.2479 -0.3709 5.0734
C 1.2755 0.5924 5.2830
N 2.0279 -3.7203 5.0244
H 1.3718 -3.5783 2.6368
H 1.3179 -1.9346 2.3938
H -0.0835 -2.6235 3.1509
H 2.4279 -1.7655 4.4903
H 0.9077 -1.6698 6.5120
H -0.3781 -2.2216 5.4659
H 1.8148 0.5040 6.2262
H 1.0131 1.6497 5.2465
H 1.9298 0.4571 4.4218
H 1.2662 -4.1624 5.5189
H 2.7452 -3.6153 5.7276
C 8.6709 -1.2851 4.4122
C 7.1813 -1.3776 4.0061
C 6.8074 -0.4714 2.8363
O 6.6946 0.8363 3.2732
C 6.1641 1.7747 2.2986
N 7.0402 -2.7390 3.6529
H 8.9306 -0.2307 4.5057
H 9.2891 -1.6280 3.5825
H 8.7540 -1.8630 5.3327
H 6.5009 -1.1389 4.8235
H 5.8155 -0.7597 2.4884
H 7.4884 -0.6554 2.0054
H 5.2020 1.4814 1.8787
H 6.7893 1.8489 1.4088
H 6.0613 2.7200 2.8315
H 7.7419 -3.0216 2.9836
H 6.1566 -2.7869 3.1661
C 4.6050 5.5283 -4.3285
C 4.4746 4.1153 -3.8762
C 5.5080 3.0930 -4.5311
O 6.8074 3.0622 -3.7625
C 7.7404 2.1180 -4.1668
N 4.6020 4.0296 -2.4118
H 4.2009 6.1838 -3.5571
H 4.1518 5.7306 -5.2990
H 5.6483 5.8425 -4.3009
H 3.4549 3.8486 -4.1543
H 5.6346 3.3897 -5.5722
H 5.0757 2.0928 -4.5048
H 7.3153 1.1144 -4.1819
H 8.5916 2.0819 -3.4869
H 7.9462 2.3448 -5.2129
H 5.3928 3.4085 -2.3167
H 4.8314 4.9206 -1.9952
C -4.0552 4.0730 3.1163
C -4.6624 5.4488 3.4951
C -3.6809 6.4696 4.0639
O -4.1892 7.7908 4.3279
C -5.0746 7.8493 5.4723
N -5.2655 6.0963 2.3714
H -4.8527 3.4647 2.6894
H -3.6485 3.5616 3.9887
H -3.2584 4.1897 2.3817
H -5.4599 5.2558 4.2127
H -2.9052 6.6940 3.3317
H -3.2462 6.0864 4.9871
H -4.7010 7.3288 6.3541
H -5.9994 7.3588 5.1687
H -5.3455 8.8586 5.7822
H -5.5685 6.9838 2.7463
H -4.5364 6.4885 1.7930
C -5.8567 -2.8309 2.8723
C -6.6473 -4.0557 3.2183
C -7.1809 -4.3164 4.6491
O -6.1772 -4.6770 5.5761
C -6.7981 -4.6012 6.8331
N -7.7928 -4.0076 2.2901
H -5.5022 -2.7045 1.8493
H -5.1791 -2.7412 3.7213
H -6.5689 -2.0087 2.9412
H -6.0653 -4.9280 2.9208
H -7.8975 -5.1375 4.6315
H -7.8125 -3.5080 5.0175
H -7.1248 -3.5925 7.0857
H -6.0605 -4.9009 7.5775
H -7.5397 -5.3787 7.0169
H -8.1597 -3.0687 2.2280
H -7.5593 -4.3726 1.3778
C -0.2251 6.6263 -0.4381
C -1.1637 7.2442 -1.4435
C -1.7424 6.1322 -2.2621
O -0.8818 5.5588 -3.3002
C -1.5381 4.4307 -3.9915
N -2.0490 7.9114 -0.5866
H -0.5696 5.7557 0.1199
H 0.1038 7.3824 0.2748
H 0.6799 6.2364 -0.9042
H -0.5946 7.7651 -2.2136
H -2.5571 6.6988 -2.7128
H -2.2162 5.3855 -1.6249
H -1.9467 3.8827 -3.1425
H -0.7653 3.8569 -4.5031
H -2.3627 4.7669 -4.6201
H -2.6346 8.4855 -1.1761
H -1.5886 8.5869 0.0065
C -2.0922 -8.4699 -6.1807
C -1.5585 -7.0551 -6.4431
C -0.8032 -6.5150 -5.2662
O -0.6063 -5.0811 -5.5582
C -0.5710 -4.4253 -4.2902
N -0.8304 -7.1624 -7.7016
H -2.3984 -8.9529 -7.1086
H -3.0259 -8.4464 -5.6187
H -1.3548 -9.0652 -5.6423
H -2.3630 -6.3641 -6.6948
H 0.0955 -7.1252 -5.1768
H -1.2893 -6.6744 -4.3037
H 0.0025 -3.5121 -4.4489
H -0.0191 -5.0089 -3.5533
H -1.5680 -4.2635 -3.8805
H -1.0064 -6.2785 -8.1575
H -1.2993 -7.8348 -8.2916
C 9.5573 -4.7210 -0.6063
C 8.6224 -5.9079 -0.6413
C 7.3462 -5.5960 -1.4528
O 6.7003 -4.3706 -1.0653
C 5.5219 -4.0032 -1.8025
N 9.3888 -6.9733 -1.1763
H 9.1159 -3.7550 -0.3613
H 10.0552 -4.6789 -1.5750
H 10.4029 -4.8153 0.0750
H 8.3712 -6.2917 0.3474
H 6.6811 -6.4436 -1.2874
H 7.6579 -5.5231 -2.4947
H 5.0233 -3.2044 -1.2534
H 4.8876 -4.8890 -1.7687
H 5.7705 -3.6490 -2.8030
H 9.4477 -7.0447 -2.1821
H 8.9561 -7.7875 -0.7642
C -0.9418 0.2180 -0.7265
C 0.2329 1.0822 -0.2776
O 1.3436 0.9057 -1.0269
H -1.9066 0.5381 -0.3330
H -0.9285 -0.8405 -0.4667
H -1.0453 0.2272 -1.8115
H 0.4368 0.8646 0.7709
H -0.0113 2.1350 -0.4190
H 1.7284 1.7848 -1.0523

## x
This record from the Open Molecules 2025 dataset describes a cluster of 10 separate species, C38H105N9O10 in total. The level of theory is ωB97M-V/def2-TZVPD.

- HOMO energy: -8.5 eV

Geometry (Å):
C 17.1089 14.3849 14.2957
C 15.8309 14.3176 15.1011
O 15.2010 15.6166 15.2912
H 17.3066 13.3731 13.9262
H 18.0012 14.5257 14.8657
H 17.0769 15.1076 13.4698
H 16.0524 13.9231 16.0810
H 15.0650 13.6633 14.6731
H 15.7911 16.0957 15.8798
C 17.4592 11.2254 16.8549
C 18.5538 11.7735 17.7227
C 18.1993 13.2080 18.1327
O 19.2284 13.7798 18.9526
C 20.1170 14.5973 18.1940
N 18.6166 11.1242 19.0675
H 16.4661 11.2661 17.3435
H 17.6466 10.1844 16.6693
H 17.3778 11.7304 15.8863
H 19.5403 11.7992 17.1500
H 17.3468 13.1779 18.8070
H 18.0224 13.8659 17.2837
H 20.4506 14.0723 17.3056
H 20.8922 14.9202 18.9176
H 19.5340 15.4829 17.9033
H 18.7639 10.1167 18.8812
H 19.4184 11.5365 19.5491
C 12.6093 8.4947 19.7762
C 13.5891 9.3647 18.8893
C 13.3441 10.8114 19.1464
O 14.3300 11.6172 18.5371
C 14.2519 12.9506 18.9794
N 15.0277 9.0733 19.2331
H 11.5686 8.6409 19.5248
H 12.7927 8.7201 20.8580
H 12.8063 7.4206 19.6699
H 13.4853 9.0149 17.8374
H 13.4494 10.9591 20.2278
H 12.3780 11.2148 18.7669
H 14.1715 13.0698 20.0713
H 13.3141 13.3067 18.5453
H 15.1354 13.4969 18.6520
H 15.1540 9.1166 20.2357
H 15.6317 9.8095 18.8849
C 17.0018 17.2089 19.7709
C 16.4720 16.3366 18.6745
C 14.9770 16.3570 18.7190
O 14.4865 15.9111 19.9582
C 13.0590 15.9640 19.9591
N 16.9246 16.8066 17.2620
H 16.6570 16.7558 20.6860
H 16.5972 18.2072 19.7324
H 18.0723 17.3204 19.6900
H 16.7909 15.3184 18.7507
H 14.5624 15.7575 17.9476
H 14.6368 17.4256 18.4784
H 12.7528 15.6102 20.9153
H 12.5945 15.3722 19.1976
H 12.6938 17.0080 19.8231
H 17.9176 16.6287 17.2133
H 16.8351 17.8295 17.1967
C 16.7958 16.7145 10.1804
C 16.8087 16.2408 8.7299
C 15.6894 16.9563 7.9996
O 14.4125 16.8444 8.6658
C 13.3661 17.5896 7.9289
N 18.1977 16.5102 8.1203
H 17.2289 16.0101 10.9068
H 15.7261 16.8173 10.4537
H 17.2852 17.6742 10.3334
H 16.5058 15.1801 8.6706
H 15.5868 16.5459 6.9830
H 15.9603 18.0592 7.8890
H 13.4544 17.2322 6.9095
H 13.6097 18.6791 7.9274
H 12.4656 17.2466 8.4300
H 18.8535 16.5465 8.9142
H 18.4686 15.6937 7.5713
C 14.2147 13.3843 11.7426
C 13.5299 14.6400 11.1930
C 12.2006 14.2145 10.6077
O 12.2281 13.3526 9.5169
C 12.3498 14.0007 8.2746
N 13.2630 15.6276 12.2339
H 14.2381 12.6048 10.9857
H 13.6780 12.9906 12.6436
H 15.2649 13.5986 12.0733
H 14.2011 15.0390 10.4134
H 11.6015 15.0900 10.3270
H 11.7341 13.6359 11.3778
H 13.2419 14.6293 8.2408
H 11.4605 14.6367 8.3107
H 12.1017 13.3089 7.4531
H 12.9033 16.4975 11.8793
H 14.1206 15.6908 12.7011
C 11.0312 17.0555 15.6578
C 10.8678 15.6058 15.8262
C 9.5462 15.1077 15.2819
O 8.4825 15.8435 15.8503
C 7.1679 15.4167 15.4200
N 11.9479 14.7896 15.2064
H 12.0503 17.3398 15.9255
H 10.3733 17.6095 16.3107
H 10.8902 17.2139 14.5903
H 10.9254 15.3172 16.8764
H 9.3955 14.0580 15.5393
H 9.4908 15.2227 14.1614
H 7.0026 15.3933 14.3032
H 6.4638 16.1333 15.8641
H 6.9293 14.4389 15.8609
H 11.9947 15.0014 14.1877
H 12.8751 14.9833 15.5811
C 15.8219 22.0227 11.4026
C 15.8424 20.5916 10.8175
C 15.5176 19.5663 11.8975
O 16.6462 19.3930 12.7271
C 16.4281 18.3328 13.6387
N 14.8156 20.5286 9.7588
H 14.8573 22.2681 11.8538
H 16.1241 22.7038 10.6036
H 16.5724 22.1385 12.2270
H 16.8025 20.3647 10.3148
H 15.3470 18.5719 11.4897
H 14.6419 19.9583 12.5251
H 15.9830 17.4389 13.1770
H 15.7090 18.6549 14.3962
H 17.3340 18.0471 14.1388
H 14.8132 21.2870 9.0857
H 14.9028 19.6514 9.2388
C 19.8009 20.3289 13.2989
C 20.6003 19.2862 12.4883
C 20.6241 17.9455 13.2278
O 21.3803 16.9898 12.4680
C 20.7302 15.7600 12.5141
N 19.9068 19.1266 11.1836
H 20.3062 20.6177 14.2424
H 18.8482 19.9015 13.5881
H 19.5896 21.2112 12.6819
H 21.6179 19.6349 12.2331
H 19.5960 17.6826 13.2933
H 21.0415 18.0693 14.2753
H 21.2334 15.0427 11.9177
H 19.6920 15.8097 12.1900
H 20.6809 15.3550 13.5230
H 18.9560 18.8148 11.2831
H 20.4504 18.5675 10.5484
C 11.0781 11.2324 13.5780
C 11.6411 10.8625 14.9460
C 13.1872 10.7633 14.8961
O 13.5206 9.7260 13.9806
C 14.8529 9.3321 14.1220
N 11.1868 11.8484 15.9454
H 11.4056 12.2370 13.2753
H 9.9804 11.3218 13.7279
H 11.2427 10.4308 12.8539
H 11.3003 9.8765 15.2237
H 13.5048 10.4320 15.9081
H 13.6451 11.6963 14.5872
H 15.6141 10.1202 14.0456
H 15.0838 8.6538 13.2822
H 15.0322 8.8822 15.0965
H 11.3049 12.7956 15.5363
H 11.8313 11.7600 16.7399

Which one sits at the bottom of the stability order? w does.

## w
This record from the Open Molecules 2025 dataset describes an isolated molecule of C3H2N4S. The level of theory is ωB97M-V/def2-TZVPD.

- HOMO energy: -9.3 eV

Geometry (Å):
C 0.1052 -1.1708 1.9675
C -0.2465 -0.3678 -0.0353
C 0.2494 1.3350 -1.7373
H -1.7292 -0.9542 -1.3039
H 0.5795 2.2144 -2.4297
N 0.5242 -1.2610 3.0597
N -0.5597 -1.2990 0.7937
N -1.0947 -0.2483 -1.1055
N -0.7442 0.5794 -2.1196
S 0.8514 0.9728 -0.1146

## x
This record from the Open Molecules 2025 dataset describes an isolated molecule of C3H2N4S. The level of theory is ωB97M-V/def2-TZVPD.

- HOMO energy: -9.4 eV

Geometry (Å):
C 1.3663 -0.2183 -0.3922
C -0.4961 1.1030 -0.2829
C -1.0588 0.1424 0.7001
H -1.0307 1.9909 -0.5593
H -1.6642 0.5572 1.5486
N 0.6759 0.9310 -0.7953
N -0.8800 -1.1171 0.6954
N -0.3551 -1.7406 -0.4205
N 0.7088 -1.3785 -0.9318
S 2.7339 -0.2701 0.4379

Which one sits at the bottom of the stability order? x does.

## w
This record from the Open Molecules 2025 dataset describes an isolated molecule of C3H3N5O. The level of theory is ωB97M-V/def2-TZVPD.

- HOMO energy: -9.9 eV

Geometry (Å):
C -0.4388 0.4585 0.2847
C 0.3120 -1.6841 0.6597
C 0.7594 0.7207 -0.5734
H -2.1022 1.4377 0.8918
H -1.0038 2.4386 0.0453
H 0.5248 -2.4002 1.4960
N -1.1737 1.5611 0.5404
N -0.6562 -0.6676 0.8469
N 0.8783 -2.0228 -0.4430
N 0.6323 -1.3557 -1.6527
N 0.7147 -0.1222 -1.7181
O 1.5533 1.6360 -0.3777

## x
This record from the Open Molecules 2025 dataset describes an isolated molecule of C3H3N5O. The level of theory is ωB97M-V/def2-TZVPD.

- HOMO energy: -9.6 eV

Geometry (Å):
C 0.9247 0.1788 0.1178
C -0.9538 -0.9922 -0.6864
C -1.8374 -0.0636 0.1938
H 2.5429 -0.9922 0.1617
H 2.6922 0.5941 0.9989
H -1.4527 -1.7165 -1.3702
N 2.1740 -0.1733 0.5903
N 0.3002 -0.8153 -0.6577
N -1.7070 1.1963 -0.3594
N -0.6549 1.8551 -0.3507
N 0.4811 1.3680 0.2258
O -2.5093 -0.4392 1.1362

Which one sits at the bottom of the stability order? x does.

## w
This record from the Open Molecules 2025 dataset describes the ion C3H9N4S with charge +1. The level of theory is ωB97M-V/def2-TZVPD.

- Charge: +1
- HOMO energy: -13.8 eV

Geometry (Å):
C 0.5636 0.3001 1.1122
C -0.8645 0.5987 1.4957
C -1.8648 -0.2478 1.2643
N 0.6313 -1.1766 -2.1925
N -1.0337 0.8018 -2.3129
N 0.7721 0.2791 -0.1712
N 1.5253 0.5370 1.9424
S -0.6270 -0.3940 -1.4711
H 0.9474 -2.0383 -1.8406
H -0.9256 1.3978 2.1723
H -2.8548 0.0322 1.5744
H -1.7606 -1.1557 0.6832
H 0.6492 -1.0878 -3.1816
H -0.7404 1.2924 -3.1501
H 1.7438 0.1180 -0.6043
H 1.3656 0.5524 2.9756
H 2.4733 0.1908 1.7041

## x
This record from the Open Molecules 2025 dataset describes a cluster of 2 separate species, C3H9N4S in total. The level of theory is ωB97M-V/def2-TZVPD.

- Charge: +1
- HOMO energy: -12.2 eV

Geometry (Å):
C -3.2640 0.4598 -0.6402
C 0.9338 -0.8114 0.5047
C 1.5760 1.2466 -0.9802
N -2.1686 0.2643 -0.1456
N -1.1703 0.0592 0.3559
N 1.1524 -0.2839 1.7763
N 1.3693 -0.1854 -0.6495
S 0.4431 -2.4132 0.1527
H -3.9135 -0.4441 -1.0619
H -3.5284 1.5333 -0.6948
H 0.6780 1.5936 -1.4900
H 1.7964 1.7958 -0.0688
H 2.4833 1.2509 -1.6024
H 1.6937 0.5608 2.0636
H 0.8986 -0.9281 2.4872
H 0.9767 -0.6752 -1.4561
H 0.0436 -3.0230 1.4491

Which one sits at the bottom of the stability order? x does.

## w
This record from the Open Molecules 2025 dataset describes a cluster of 2 separate species, C2H6O2Si in total. The level of theory is ωB97M-V/def2-TZVPD.

- HOMO energy: -8.4 eV

Geometry (Å):
C -0.8958 -1.0201 1.8900
C 1.0911 1.3332 -1.0054
O -0.0850 -1.8940 1.5403
O -0.8531 -0.7792 -1.2042
Si -0.4656 0.4093 -0.1473
H -1.9648 -1.1744 1.7357
H -0.7178 -0.3450 2.7596
H 1.5930 0.5451 -1.6903
H 0.5396 1.9172 -1.7330
H 1.7958 2.0600 -0.5269
H -0.0375 -1.0521 -1.6185

## x
This record from the Open Molecules 2025 dataset describes a cluster of 2 separate species, C2H6O2Si in total. The level of theory is ωB97M-V/def2-TZVPD.

- HOMO energy: -9.1 eV

Geometry (Å):
C 2.3828 0.6008 0.0291
C -0.2719 -1.3583 1.2730
O 1.2873 0.4675 -0.9798
O -2.9071 0.6314 -1.1503
Si 0.8670 -0.5465 0.2482
H 3.3092 0.2608 -0.2079
H 2.3205 1.5400 0.4479
H -0.1609 -2.3636 1.6093
H -1.1789 -1.4921 0.6308
H -2.1931 0.9179 -0.5216
H -3.4548 1.3420 -1.3785

Which one sits at the bottom of the stability order? x does.

## w
This record from the Open Molecules 2025 dataset describes the ion C4H6O2P with charge -1. The level of theory is ωB97M-V/def2-TZVPD.

- Charge: -1
- HOMO energy: -2.6 eV

Geometry (Å):
C -0.5412 -1.0407 -0.0847
C -0.9204 0.1631 0.3330
C 0.8381 -1.5379 -0.2199
C 0.1715 1.0028 0.7375
O 3.1091 -0.0975 0.9423
O 2.1245 0.6558 -1.2562
P 1.8336 -0.1380 0.1892
H -1.4200 -1.8076 -0.3689
H -2.0651 0.3363 0.5334
H 1.1793 -2.2911 0.5103
H 0.1960 1.8864 0.1503
H 0.1469 1.3531 1.7149
H 1.2983 1.1626 -1.3905

## x
This record from the Open Molecules 2025 dataset describes the ion C4H6O2P with charge -1. The level of theory is ωB97M-V/def2-TZVPD.

- Charge: -1
- HOMO energy: -2.2 eV

Geometry (Å):
C 1.2179 1.0463 -0.0790
C 1.5610 -0.2293 0.1438
C -0.1407 1.4884 0.2537
C 0.3424 -1.0737 0.4128
O -2.3739 -0.1701 1.0860
O -1.7272 -0.2316 -1.4572
P -1.1995 0.0559 0.1936
H 2.0037 1.9313 -0.3826
H 2.4850 -0.7314 0.2402
H -0.6573 2.3053 -0.0902
H 0.2092 -2.0375 -0.2831
H 0.4120 -1.2960 1.4375
H -2.1325 -1.0576 -1.4755

Which one sits at the bottom of the stability order? w does.

## w
This record from the Open Molecules 2025 dataset describes a structure of composition CBrO4. The level of theory is ωB97M-V/def2-TZVPD.

- Charge: -1
- HOMO energy: -4.3 eV

Geometry (Å):
C 0.5443 0.6286 -0.2090
O -0.3752 1.3460 -0.0606
O 1.6815 0.4770 -0.4670
O -0.0810 -1.1260 0.0912
O -1.3853 -1.1461 0.3243
Br -1.9430 -1.2264 2.1519

## x
This record from the Open Molecules 2025 dataset describes a cluster of 2 separate species, CBrO4 in total. The level of theory is ωB97M-V/def2-TZVPD.

- Charge: -1
- HOMO energy (alpha / beta): -4.2 / -4.2 eV

Geometry (Å):
C -0.8325 -0.7179 0.5183
O -1.1427 -0.7137 1.6652
O -0.9316 -1.6051 -0.3893
O -0.2349 0.0616 -0.3891
O 0.9085 1.7131 -0.2699
Br 2.2332 1.2619 -1.1351

Which one sits at the bottom of the stability order? x does.